Computed, not measured: a 13-piece molecular cluster, C33H62Br28F3NO3P overall in a non-equilibrium geometry, with the ωB97M-V functional and the def2-TZVPD basis.

Summary:
- E_LUMO: 1.12 eV
- Net charge: -1

Positions of all 131 atoms, in Å:
C  -0.69958  0.81532  -2.72874
P  -2.53711  0.87081  -2.47627
O  -2.78408  2.04470  -1.25094
N  -3.12510  -0.59800  -1.74359
C  -4.46677  -1.00610  -2.23457
C  -5.59106  0.04406  -1.90097
C  -6.98496  -0.33014  -2.51647
C  -7.54015  0.63156  -3.59154
F  -8.89770  0.30642  -3.75378
Br  -6.72140  0.44313  -5.35275
C  -7.51553  2.16351  -3.21315
F  -6.36020  2.71696  -3.64374
F  -8.48463  2.78839  -3.95986
Br  -7.87332  2.55364  -1.33832
C  -4.46598  -1.49415  -3.71675
O  -5.03039  -2.59367  -3.93473
O  -3.90019  -0.88126  -4.65587
H  -0.18726  -0.07551  -2.30445
H  -0.48340  0.94716  -3.80988
H  -0.27107  1.70916  -2.20430
H  -3.59762  2.53348  -1.43649
H  -2.50202  -1.33505  -2.09332
H  -4.74424  -1.89643  -1.62680
H  -5.29251  1.09162  -2.09948
H  -5.71682  -0.02806  -0.79288
H  -7.73402  -0.36283  -1.69214
H  -6.98046  -1.35129  -2.95691
Br  -6.17492  -2.52209  1.54633
C  -4.78863  -3.81494  2.00171
C  -3.41333  -3.22837  1.82303
Br  -2.91889  -3.15039  -0.05478
H  -4.96435  -4.69608  1.38984
H  -4.96629  -4.06313  3.04828
H  -2.66300  -3.86622  2.29007
H  -3.32218  -2.21901  2.21812
Br  -0.69370  -3.91808  -2.57661
C  0.83743  -4.93872  -1.95332
C  0.57947  -6.42026  -2.03428
Br  -0.58271  -7.01917  -0.59040
H  1.05779  -4.59727  -0.94536
H  1.65584  -4.65656  -2.61636
H  1.50662  -6.97752  -1.90302
H  0.10769  -6.72082  -2.96620
Br  1.45741  1.28258  -5.24094
C  2.34385  -0.31815  -4.58133
C  2.50858  -1.34593  -5.66974
Br  0.83089  -2.26008  -6.03896
H  1.75957  -0.67734  -3.73608
H  3.31652  0.02333  -4.22661
H  3.19736  -2.12884  -5.35314
H  2.85326  -0.92139  -6.60914
Br  -4.66006  -3.05874  5.69012
C  -5.13636  -4.79072  6.44225
C  -6.47096  -5.26519  5.92898
Br  -7.94056  -4.32957  6.80011
H  -5.10382  -4.68602  7.52348
H  -4.34232  -5.46561  6.12375
H  -6.62014  -6.31684  6.17037
H  -6.59415  -5.12112  4.85806
Br  -5.03224  5.91964  -2.14293
C  -3.21477  5.88564  -2.85154
C  -3.14466  5.11738  -4.14479
Br  -3.20750  3.18075  -3.82058
H  -2.57854  5.47074  -2.07212
H  -2.95443  6.93176  -3.00816
H  -2.18999  5.29477  -4.64176
H  -3.95608  5.35635  -4.83030
Br  -1.17322  9.18278  -2.64467
C  -1.61035  10.37496  -4.12111
C  -3.04194  10.20612  -4.55866
Br  -3.27345  8.58812  -5.61512
H  -0.89417  10.17433  -4.91341
H  -1.44464  11.37934  -3.73258
H  -3.33817  11.02147  -5.21760
H  -3.73955  10.14481  -3.72716
Br  0.38741  3.98866  -1.39146
C  2.07894  4.06902  -0.42765
C  3.24766  3.87310  -1.35566
Br  3.44496  1.99995  -1.84106
H  2.02910  3.32367  0.36254
H  2.10673  5.06364  0.01714
H  4.18059  4.14106  -0.85989
H  3.16076  4.43480  -2.28239
Br  2.83287  -2.59669  -0.04220
C  3.27206  -1.04685  1.05245
C  2.04753  -0.47699  1.72112
Br  0.96775  0.54166  0.46414
H  3.77474  -0.33397  0.40312
H  3.97798  -1.41615  1.79593
H  2.33632  0.23430  2.49439
H  1.39951  -1.23498  2.15419
Br  -2.97063  -8.05512  7.90074
C  -1.65695  -7.18582  9.04697
C  -2.05853  -5.76977  9.36540
Br  -1.73355  -4.58380  7.85679
H  -0.69845  -7.25500  8.53980
H  -1.62873  -7.78878  9.95394
H  -1.44915  -5.37277  10.17632
H  -3.10952  -5.67204  9.62519
Br  -5.66957  -5.61345  -2.24692
C  -7.42430  -6.32034  -1.80067
C  -7.88544  -5.83430  -0.45196
Br  -6.98609  -6.78688  0.99324
H  -7.35894  -7.40368  -1.86554
H  -8.08542  -5.95209  -2.58481
H  -8.94563  -6.04252  -0.31072
H  -7.70334  -4.77359  -0.29392
Br  5.28510  3.27867  2.06007
C  7.11035  3.26527  1.37929
C  7.20962  2.49660  0.08683
Br  7.16631  0.57534  0.39969
H  7.74021  2.86095  2.16799
H  7.36103  4.31366  1.22132
H  8.16787  2.68478  -0.39604
H  6.40562  2.72169  -0.61092
Br  11.52007  2.32725  3.37880
C  11.90509  0.50006  2.82639
C  10.68475  -0.16670  2.24939
Br  9.44039  -0.70503  3.64528
H  12.30642  -0.01589  3.69453
H  12.68484  0.59120  2.07040
H  10.95811  -1.09038  1.74087
H  10.13280  0.47082  1.56292
Br  15.33182  2.69532  3.05562
C  15.79151  4.24584  4.13864
C  14.57201  4.83107  4.80196
Br  13.49959  5.85561  3.54088
H  16.30398  4.94781  3.48647
H  16.49130  3.87286  4.88561
H  14.86218  5.54328  5.57337
H  13.91842  4.07769  5.23480

***

Computed, not measured: C40H38BiBrI2N11O2Sb as an isolated structure in a non-equilibrium geometry, with the ωB97M-V functional and the def2-TZVPD basis.

Summary:
- E_LUMO (alpha / beta): -3.50 / -3.50 eV
- Net charge: 0
- ΔE to the lowest compared entry with this formula, charge and spin: 8.002 eV

Positions of all 96 atoms, in Å:
Bi  2.63307  1.01044  0.41883
O  3.19688  5.18848  1.41189
C  3.53728  4.87654  2.67268
C  4.62616  5.58974  3.24754
C  4.71366  5.76066  4.60843
C  3.91749  4.93087  5.44933
C  2.98802  4.03982  4.89984
C  2.83644  3.98071  3.51694
C  2.01409  2.76840  2.96068
O  1.76057  2.68398  1.58952
N  2.63598  1.43284  3.27902
N  1.96460  0.27731  2.84626
C  0.60384  0.26522  2.99484
C  -0.14145  -0.82589  3.60898
Br  0.58228  -2.58953  3.48518
C  -1.26782  -0.48453  4.34762
C  -1.89141  -1.28434  5.31698
C  -1.18254  -2.19765  6.14028
C  -1.95324  -2.94326  7.01856
C  -3.32307  -2.74962  7.25199
C  -4.00870  -1.80798  6.46070
C  -3.27837  -1.03780  5.63652
H  2.60989  4.49425  1.07717
H  5.17447  6.30479  2.59038
H  5.35987  6.48630  5.02011
H  3.88818  5.05039  6.50532
H  2.45867  3.35972  5.56693
H  1.01147  2.85737  3.53065
H  3.17722  1.28713  4.09144
H  0.00688  1.09475  2.53739
H  -1.68946  0.44740  4.24086
H  -0.09958  -2.39650  6.18247
H  -1.50832  -3.81578  7.52851
H  -3.85303  -3.39864  7.98298
H  -5.06747  -1.73603  6.46006
H  -3.71523  -0.12268  5.21178
N  4.14662  1.76667  -3.26103
C  4.43711  0.50829  -2.80017
N  5.55326  -0.20558  -3.00855
N  5.41273  -1.26902  -2.22273
N  4.22754  -1.31823  -1.65308
N  3.57156  -0.16436  -1.93305
C  3.09993  2.54208  -2.88768
N  2.68349  3.57976  -3.62960
N  1.69278  4.10877  -2.92910
N  1.63572  3.58192  -1.72074
N  2.45453  2.50660  -1.69362
H  4.55102  1.94329  -4.19205
I  5.07262  -2.38363  2.10980
C  4.37137  -3.79589  0.51923
I  2.21979  -3.87037  0.19360
H  4.72827  -4.80435  0.74503
H  4.72887  -3.41708  -0.42193
C  -1.82528  -3.46955  0.35006
C  -3.05323  -3.17587  -0.39810
C  -4.33465  -3.69000  -0.03421
C  -5.49686  -3.30281  -0.58791
C  -5.45910  -2.30594  -1.55601
C  -4.22076  -1.88812  -2.08159
C  -3.04548  -2.30254  -1.49216
Sb  -1.23861  -1.10016  -2.06770
C  -2.17497  0.48909  -3.16218
C  -2.77787  0.19861  -4.35191
C  -3.44976  1.22695  -5.05633
C  -3.66119  2.44003  -4.51810
C  -3.10662  2.74269  -3.23208
C  -2.30899  1.79918  -2.55228
C  -1.65976  2.20562  -1.19632
C  -0.67959  -2.04336  -3.94769
C  -1.34295  -3.16537  -4.35158
C  -1.16513  -3.68696  -5.62360
C  -0.26658  -3.11131  -6.49811
C  0.39986  -1.97045  -6.14627
C  0.22204  -1.43390  -4.81830
C  1.01787  -0.22142  -4.51786
H  -2.09878  -4.03509  1.21995
H  -1.36024  -2.51670  0.75181
H  -1.06376  -3.94615  -0.22571
H  -4.29591  -4.37104  0.78218
H  -6.41368  -3.72110  -0.23177
H  -6.41450  -1.83322  -1.90165
H  -4.11246  -1.11683  -2.86094
H  -2.71429  -0.78796  -4.84271
H  -3.78178  1.00537  -6.06538
H  -4.30038  3.18743  -5.05971
H  -3.14617  3.75003  -2.74332
H  -1.72630  3.29553  -1.08601
H  -0.58988  1.86642  -1.14405
H  -2.31484  1.79569  -0.44093
H  -2.00688  -3.69759  -3.69510
H  -1.75972  -4.54357  -5.99196
H  -0.13432  -3.59432  -7.46702
H  1.08951  -1.48021  -6.76396
H  1.39563  0.07976  -5.47856
H  1.72289  -0.36419  -3.65621
H  0.34888  0.68759  -4.16170

***

Computed, not measured: one molecule with the formula C2H2N2OS in a non-equilibrium geometry, with the ωB97M-V functional and the def2-TZVPD basis.

Summary:
- E_LUMO: 0.65 eV
- Net charge: 0
- SMILES: Sc1ncon1
- ΔE to the lowest compared entry with this formula, charge and spin: 2.069 eV

Positions of all 8 atoms, in Å:
C  -0.62895  -0.25300  0.04453
C  1.45852  0.35722  -0.18127
H  -2.54738  1.04559  0.43024
H  2.39473  0.72506  -0.23390
N  0.29773  0.85839  0.06025
N  0.05168  -1.40383  0.07546
O  1.32261  -1.01461  -0.06692
S  -2.34893  -0.31482  -0.12837

***

Computed, not measured: an isolated ion of composition C3H7N2S and charge +1 in a non-equilibrium geometry, with the ωB97M-V functional and the def2-TZVPD basis.

Summary:
- E_LUMO: -3.96 eV
- Net charge: +1
- SMILES: C1=NC[NH2+]CS1
- ΔE to the lowest compared entry with this formula, charge and spin: 2.803 eV

Positions of all 13 atoms, in Å:
C  -0.18989  -1.92207  -0.15512
C  0.78212  0.12950  -0.98457
C  -0.91128  0.61439  0.84912
N  0.36855  -1.15571  -0.98786
N  0.27020  1.14259  0.15919
S  -0.63430  -1.36633  1.43366
H  -0.24316  -3.01517  -0.29850
H  1.80406  -0.06657  -0.73944
H  0.80833  0.55555  -1.95778
H  -1.09809  0.99235  1.80024
H  -1.93576  0.72117  0.30425
H  0.97260  1.36115  0.76799
H  0.00661  2.00916  -0.19118

***

no.,calculated total energy (eV)
1,-2021493.249
2,-161192.660
3,-17966.907
4,-17030.768